Density functional theory data (ωB97M-V with the def2-TZVPD basis set) for a cluster of 2 separate species, C3H2NO4S in total in a non-equilibrium geometry.

Its energy above the lowest of the compared OMol25 structures with the same formula, charge and spin is 157.7 kJ/mol. Its HOMO energy is -5.08 eV. Its net charge is -1. The molar mass is 148.12 g mol⁻¹. As for the max |F|: 0.0738 Eh/bohr. The value obtained for the HOMO-LUMO gap is 8.48 eV. The total energy is -869.4394 Eh.

The geometry in XYZ format:
```
11
Properties=species:S:1:pos:R:3:forces:R:3
C -1.286 0.650 -1.325 -1.75 -1.28 -2.89
C -1.900 0.188 -0.306 -2.39 0.39 1.96
C 1.808 0.556 0.837 0.23 -1.14 2.22
N 0.774 -0.440 1.383 -0.79 -1.31 0.40
O -2.645 -0.031 0.577 1.01 -0.53 -0.54
O 1.464 1.255 -0.052 -1.45 1.76 -3.03
O 0.763 -2.494 -0.160 -0.31 0.08 1.23
O 2.776 0.539 1.563 1.53 -0.45 0.83
S 0.351 -1.858 1.121 0.89 1.09 -1.64
H -0.446 1.199 -1.295 3.04 1.58 0.64
H -1.660 0.437 -2.342 -0.01 -0.18 0.83
```
Forces are in eV/Å.

From a Mulliken analysis of the wavefunction, the atomic charges in e read: number 1, C, carries -0.85; number 2, C, carries 0.74; number 3, C, carries 0.50; number 4, N, carries -0.08; number 5, O, carries -0.42; number 6, O, carries -0.58; number 7, O, carries -0.53; number 8, O, carries -0.65; number 9, S, carries 0.34; number 10, H, carries 0.35; number 11, H, carries 0.19


Density functional theory data (ωB97M-V with the def2-TZVPD basis set) for the ion C3H2NOS with charge -1 in a non-equilibrium geometry.

Its energy above the lowest of the compared OMol25 structures with the same formula, charge and spin is 571.9 kJ/mol. Its HOMO energy is -2.12 eV. Its net charge is -1. The molar mass is 100.12 g mol⁻¹. As for the max |F|: 0.0619 Eh/bohr. The value obtained for the HOMO-LUMO gap is 5.78 eV. The total energy is -643.5070 Eh.

The geometry in XYZ format:
```
8
Properties=species:S:1:pos:R:3:forces:R:3
C 0.482 1.075 -0.103 -0.41 -1.06 0.61
C -1.893 -1.102 -0.333 0.54 -0.30 0.66
C 1.447 0.243 0.309 1.13 0.11 0.23
N -0.812 0.880 -0.136 -0.74 0.47 -0.37
O -0.895 -0.474 0.186 -1.72 -1.49 -0.43
S 2.761 -0.615 0.036 0.17 -0.29 -0.13
H 0.620 2.084 -0.117 1.33 2.87 -0.39
H -1.710 -2.090 0.158 -0.29 -0.31 -0.18
```
Forces are in eV/Å.

From a Mulliken analysis of the wavefunction, the atomic charges in e read: number 1, C, carries -0.02; number 2, C, carries -0.38; number 3, C, carries -0.05; number 4, N, carries -0.59; number 5, O, carries -0.01; number 6, S, carries -0.43; number 7, H, carries 0.38; number 8, H, carries 0.11


Density functional theory data (ωB97M-V with the def2-TZVPD basis set) for the ion C3H2NOS2 with charge -1 in a non-equilibrium geometry.

Its energy above the lowest of the compared OMol25 structures with the same formula, charge and spin is 463.1 kJ/mol. Its HOMO energy (spin up / spin down) is -2.80 / -2.39 eV. Its net charge is -1. The molar mass is 132.19 g mol⁻¹. As for the max |F|: 0.0596 Eh/bohr. The value obtained for the HOMO-LUMO gap (spin up / spin down) is 5.94 / 5.23 eV. The total energy is -1041.8082 Eh.

The geometry in XYZ format:
```
9
Properties=species:S:1:pos:R:3:forces:R:3
C -1.021 0.768 0.603 0.75 -0.02 0.94
C -0.904 0.513 -0.733 -1.02 -1.81 -2.25
C 1.133 -0.880 0.733 -0.05 1.16 -0.93
N 2.175 -1.339 0.323 0.60 0.02 0.51
O -0.123 -0.297 -1.282 1.24 -0.04 0.92
S -2.381 0.999 -1.552 -0.23 0.69 -0.19
S 0.215 0.014 1.715 -0.71 -0.28 0.56
H -1.398 1.717 0.852 -0.29 0.90 1.02
H 2.302 -1.495 -0.658 -0.28 -0.62 -0.57
```
Forces are in eV/Å.

From a Mulliken analysis of the wavefunction, the atomic charges in e read: number 1, C, carries -0.69; number 2, C, carries 0.57; number 3, C, carries 0.54; number 4, N, carries -0.61; number 5, O, carries -0.66; number 6, S, carries -0.56; number 7, S, carries -0.23; number 8, H, carries 0.31; number 9, H, carries 0.32